Record 1
{"formula": "C10H11N3O2", "method": "ωB97M-V/def2-TZVPD", "elements": ["C", "C", "C", "C", "C", "C", "C", "C", "C", "C", "N", "N", "N", "O", "O", "H", "H", "H", "H", "H", "H", "H", "H", "H", "H", "H"], "coordinates": [[-3.6369, -0.6124, 0.0077], [-2.8519, -1.5691, -0.6213], [-3.1529, 0.6755, 0.1847], [-1.5778, -1.2489, -1.0382], [-1.8844, 1.0079, -0.2391], [-1.0661, 0.0452, -0.8490], [0.8845, 1.5812, -1.2557], [0.3076, 0.3108, -1.1379], [2.2292, 0.0165, 0.6347], [2.0560, -0.1621, 2.1087], [2.0191, 1.9822, -0.7501], [2.6035, 1.2526, 0.1771], [2.5031, -1.1199, -0.1198], [2.2424, -2.2144, 0.3704], [2.9933, -0.9729, -1.2398], [-4.6210, -0.8693, 0.3691], [-3.2320, -2.5685, -0.7706], [-3.7672, 1.4181, 0.6723], [-0.9511, -1.9910, -1.5107], [-1.4995, 2.0026, -0.0752], [0.3382, 2.3991, -1.7110], [0.8875, -0.5385, -1.4573], [1.6068, -1.1371, 2.2873], [1.4112, 0.6155, 2.5137], [3.0109, -0.1325, 2.6367], [3.1476, 1.8295, 0.8133]], "nbo_charge": [-0.19, -0.22, -0.22, -0.17, -0.19, -0.04, -0.08, -0.17, 0.19, -0.67, -0.17, -0.31, 0.46, -0.43, -0.45, 0.22, 0.22, 0.22, 0.22, 0.21, 0.22, 0.24, 0.27, 0.22, 0.22, 0.39], "relative_energy_kcal_mol": 139.97, "e_tot_ha": -702.2053, "orbital_gap_ev": [6.77, 6.78], "total_charge": 0, "homo_energy_ev": [-8.14, -8.14], "fmax_ev_per_a": 1.44, "lumo_ev": [-1.361, -1.359]}

---

Record 2
{"formula": "C10H11N3O2", "method": "ωB97M-V/def2-TZVPD", "elements": ["O", "N", "N", "O", "N", "C", "C", "C", "C", "C", "C", "C", "C", "C", "C", "H", "H", "H", "H", "H", "H", "H", "H", "H", "H", "H"], "coordinates": [[1.4865, -1.9834, 2.8388], [1.8353, -1.4622, 1.7690], [2.9431, -1.5306, 1.1228], [3.8442, -2.3534, 1.8500], [1.0038, -0.6049, 1.1871], [-0.5480, -0.7421, 1.2293], [-0.8238, -1.7660, 0.1891], [0.3323, -1.4516, -0.9162], [1.1212, -0.2463, -0.2325], [0.2506, 0.9490, -0.2763], [0.2575, 2.1361, -0.9381], [-0.7048, 3.0794, -0.5947], [-1.7865, 2.7414, 0.2190], [-1.8682, 1.4886, 0.7840], [-0.8257, 0.6189, 0.5650], [4.6287, -2.0799, 1.2586], [-0.8771, -0.8289, 2.3638], [-1.8454, -1.8044, -0.0344], [-0.7250, -2.7799, 0.5028], [0.8869, -2.4879, -1.1259], [-0.1900, -1.1612, -1.9065], [2.1929, -0.2309, -0.4753], [1.1613, 2.3846, -1.5445], [-0.6695, 3.9919, -1.2055], [-2.5734, 3.4916, 0.5053], [-2.8374, 1.4222, 1.3181]], "nbo_charge": [-0.46, 0.43, -0.10, -0.53, -0.24, -0.07, -0.45, -0.42, -0.10, -0.03, -0.20, -0.21, -0.20, -0.21, -0.01, 0.48, 0.27, 0.22, 0.22, 0.24, 0.23, 0.27, 0.22, 0.22, 0.22, 0.23], "relative_energy_kcal_mol": 152.98, "e_tot_ha": -702.1845, "smiles": "[O-]/[N+](=N\\O)N1[C@@H]2CC[C@H]1c1ccccc12", "orbital_gap_ev": [9.64, 9.64], "total_charge": 0, "homo_energy_ev": [-8.80, -8.80], "fmax_ev_per_a": 3.71, "lumo_ev": [0.845, 0.845]}

---

Record 3
{"formula": "C10H11NO", "method": "ωB97M-V/def2-TZVPD", "elements": ["C", "C", "C", "C", "C", "C", "C", "C", "C", "C", "H", "H", "H", "H", "H", "H", "H", "H", "H", "H", "H", "N", "O"], "coordinates": [[1.2595, 3.1887, 1.2371], [0.4969, 0.8803, 1.4505], [-0.2112, -0.0298, 2.2583], [-0.8786, -1.0829, 1.6108], [-0.5973, -1.2685, 0.1555], [-1.0525, -2.3823, -0.8371], [-0.0178, -1.8955, -2.1408], [0.2928, -0.4219, -2.0169], [0.0418, -0.3384, -0.5574], [0.6045, 0.8077, -0.0463], [0.2963, 3.1564, 0.5418], [1.4286, 4.1083, 1.8442], [2.2615, 2.8050, 0.9598], [-0.4962, 0.2544, 3.3286], [-1.4817, -1.9806, 2.2538], [-2.1663, -2.1453, -1.2292], [-1.0542, -3.4991, -0.1524], [0.4389, -2.6449, -2.5021], [-1.9724, -0.4732, -2.8259], [1.1804, 0.1688, -2.3168], [1.4390, 1.7372, -0.2019], [-0.7591, -0.8790, -2.9726], [0.9472, 1.9346, 2.1590]], "nbo_charge": [-0.30, 0.32, -0.31, -0.15, -0.08, -0.44, 0.01, -0.10, -0.07, -0.33, 0.24, 0.22, 0.21, 0.24, 0.23, 0.22, 0.22, 0.18, 0.36, 0.22, 0.26, -0.60, -0.53], "relative_energy_kcal_mol": 208.80, "e_tot_ha": -517.3398, "orbital_gap_ev": 8.67, "total_charge": 0, "homo_energy_ev": -7.85, "fmax_ev_per_a": 8.88, "lumo_ev": 0.818}

---

Record 4
{"formula": "C10H11NO", "method": "ωB97M-V/def2-TZVPD", "elements": ["N", "C", "C", "C", "O", "C", "C", "C", "C", "C", "C", "C", "H", "H", "H", "H", "H", "H", "H", "H", "H", "H", "H"], "coordinates": [[1.6999, -1.2352, -0.8069], [1.6613, 0.2526, -0.7411], [0.6330, 0.6473, -1.8924], [-0.2938, 1.5392, -0.9525], [0.6297, 2.1367, 0.0537], [1.2275, 0.9640, 0.5314], [-0.0160, 0.2600, 0.7255], [-0.2408, -0.6027, 1.8857], [-1.5000, -1.3046, 2.0364], [-2.4457, -1.1348, 1.0059], [-2.1933, -0.2049, -0.0225], [-1.0435, 0.5519, -0.0175], [2.4398, -1.2693, -1.8123], [2.1426, -1.5693, 0.1582], [2.5344, 0.8592, -1.0088], [1.0489, 1.4425, -2.5904], [0.3648, -0.3854, -2.3331], [-0.8508, 2.4800, -1.4650], [1.7736, 1.1319, 1.4988], [0.5755, -0.8276, 2.5024], [-1.9887, -1.7672, 3.0960], [-3.2683, -1.7315, 0.8913], [-2.8901, -0.2330, -0.7427]], "nbo_charge": [-0.84, -0.09, -0.45, 0.08, -0.51, 0.02, -0.02, -0.20, -0.21, -0.22, -0.19, -0.07, 0.38, 0.38, 0.19, 0.22, 0.26, 0.22, 0.23, 0.20, 0.22, 0.21, 0.21], "relative_energy_kcal_mol": 131.88, "e_tot_ha": -517.4624, "smiles": "N[C@H]1C[C@@H]2O[C@H]1c1ccccc12", "orbital_gap_ev": 9.55, "total_charge": 0, "homo_energy_ev": -8.82, "fmax_ev_per_a": 10.59, "lumo_ev": 0.726}

---

- Number 4 is which compound?
  C10H11NO